# 1
The following is a quantum chemistry calculation of 2 unconnected molecules or ions with the total composition C4H13NOS, from the Open Molecules 2025 dataset.

Summary:
Spin multiplicity: 1
Structure (SMILES): NCCCCS.O
Gap between HOMO and LUMO (eV): 9.458
HOMO level (eV): -8.916

The geometry in XYZ format:
```
20
C4H13NOS wB97M-V/def2-TZVPD
N -1.79854 -0.52281 -1.13055
C -0.62655 -1.27703 -0.66484
C 0.59318 -0.95649 -1.52076
C 0.84105 0.54461 -1.71946
C 1.14553 1.28487 -0.39563
S 2.57594 0.70019 0.51825
H -2.55152 -0.84637 -0.53080
H -2.07470 -0.82458 -2.06046
H -0.31242 -0.89874 0.31743
H -0.82269 -2.33173 -0.45068
H 1.43341 -1.53402 -1.12930
H 0.56122 -1.30970 -2.56237
H -0.07988 1.00629 -2.07337
H 1.64550 0.64406 -2.44668
H 0.21380 1.22191 0.16811
H 1.19445 2.34936 -0.63724
H 1.95371 0.20398 1.58227
O -4.06300 -0.19404 3.41048
H -4.12455 -1.00878 2.89768
H -3.70507 -0.48041 4.25456
```

natural (NBO) population analysis, charges in e, atoms 1 to 2: N -0.835; C -0.225

***

# 2
The following is a quantum chemistry calculation of 2 unconnected molecules or ions with the total composition C4H13NOS, from the Open Molecules 2025 dataset.

Summary:
Spin multiplicity: 1
Structure (SMILES): CSCCCN.O
Gap between HOMO and LUMO (eV): 9.410
HOMO level (eV): -8.759

The geometry in XYZ format:
```
20
C4H13NOS wB97M-V/def2-TZVPD
C -0.62158 1.46255 0.91121
S 0.11872 1.63728 -0.76461
C 0.03435 0.07430 -1.57211
C 0.17274 -1.16182 -0.63418
C -1.06611 -1.54840 0.14044
N -1.40044 -2.96030 -0.23629
H -0.30440 0.57024 1.49027
H -1.69919 1.55146 0.79722
H -0.19686 2.26322 1.51271
H 0.80555 -0.03994 -2.31684
H -0.84508 -0.02836 -2.20836
H 0.98207 -1.03972 0.10908
H 0.35636 -1.93344 -1.44528
H -1.02147 -1.55592 1.23467
H -1.96266 -0.88969 0.14970
H -1.62274 -3.59062 0.52774
H -2.37966 -3.04485 -0.58659
O 2.56299 0.92845 2.23492
H 1.74787 1.26865 2.62901
H 2.19191 0.80557 1.34354
```

natural (NBO) population analysis, charges in e, atoms 1 to 2: C -0.756; S 0.186

***

# 3
The following is a quantum chemistry calculation of 2 unconnected molecules or ions with the total composition C4H13NOS, from the Open Molecules 2025 dataset.

Summary:
Spin multiplicity: 1
Structure (SMILES): C[C@@H](N)CCS.O
Gap between HOMO and LUMO (eV): 9.776
HOMO level (eV): -9.071

The geometry in XYZ format:
```
20
C4H13NOS wB97M-V/def2-TZVPD
C 1.64430 -0.39162 2.10697
C 0.28254 -0.09142 1.52598
N -0.76880 -0.13907 2.56114
C 0.20531 1.22708 0.74831
C -0.30067 1.11414 -0.67223
S 0.84230 0.29622 -1.80577
H 1.80147 0.21972 2.99922
H 2.36455 -0.31855 1.32659
H 1.66590 -1.39629 2.53263
H 0.01799 -0.85647 0.77235
H -1.63834 -0.44308 2.14697
H -0.58656 -0.88171 3.23204
H -0.44767 1.88765 1.32011
H 1.16664 1.75001 0.75049
H -1.19581 0.47821 -0.62101
H -0.66326 2.07415 -1.02886
H 1.95811 0.46218 -1.09309
O -2.40144 -1.70032 -2.12610
H -2.53353 -2.63892 -2.30536
H -1.47925 -1.54752 -2.34765
```

natural (NBO) population analysis, charges in e, atoms 1 to 2: C -0.613; C -0.051

***

# 4
The following is a quantum chemistry calculation of 2 unconnected molecules or ions with the total composition C4H13NOS, from the Open Molecules 2025 dataset.

Summary:
Spin multiplicity: 1
Structure (SMILES): CN[C@@H](C)CS.O
Gap between HOMO and LUMO (eV): 9.486
HOMO level (eV): -8.564

The geometry in XYZ format:
```
20
C4H13NOS wB97M-V/def2-TZVPD
C -0.27352 -0.93313 2.59865
N -0.42499 -0.67894 1.17103
C 0.52804 0.33749 0.68662
C 1.01183 -0.10813 -0.70159
C -0.07173 1.78940 0.72476
S 0.20190 2.87986 -0.72851
H 0.00443 -0.04469 3.19064
H 0.59992 -1.57792 2.76933
H -1.12466 -1.41380 3.05419
H -1.37449 -0.37837 0.98606
H 1.35350 0.40373 1.39317
H 1.95290 0.36984 -0.92618
H 0.20303 0.13104 -1.38756
H 1.11606 -1.17900 -0.62996
H 0.40781 2.24722 1.57262
H -1.14220 1.77057 0.93553
H 1.30413 3.38413 -0.19637
O -1.02560 -5.24082 -2.65899
H -1.37595 -5.87138 -3.28861
H -0.47881 -5.76766 -2.06698
```

natural (NBO) population analysis, charges in e, atoms 1 to 2: C -0.411; N -0.627

***

# 5
The following is a quantum chemistry calculation of a molecular structure, C4H13NOS2, from the Open Molecules 2025 dataset.

Summary:
Spin multiplicity: 1
Gap between HOMO and LUMO (eV): 6.464
HOMO level (eV): -9.492

The geometry in XYZ format:
```
21
C4H13NOS2 wB97M-V/def2-TZVPD
S -1.53104 2.37105 -3.45689
S 0.82191 -1.53193 2.33010
C -0.82555 -1.11917 1.54974
C -0.87209 -1.29244 0.00688
N -0.34200 -0.02583 -0.56744
C -0.23718 0.08332 -1.99194
C 1.15926 0.04095 -2.57298
H 0.92406 0.24727 2.20643
H -0.99118 -0.06848 1.84950
H -1.69496 -1.65052 1.96067
H -1.96154 -1.34896 -0.20124
H -0.16917 -1.98744 -0.43649
H -0.87996 0.75823 -0.22904
H -0.93531 -0.49457 -2.60259
H -0.59586 1.06306 -2.44315
H 1.69851 -0.90800 -2.71525
H 1.78225 0.70227 -1.96232
H 1.23865 0.52005 -3.54656
H 1.67989 1.22643 4.69258
H 1.78202 -0.23003 4.13595
O 1.92861 0.32916 4.91380
```

natural (NBO) population analysis, charges in e, atoms 1 to 2: S -0.205; S -0.068

***

# 6
The following is a quantum chemistry calculation of a single C4H13NOSi molecule, from the Open Molecules 2025 dataset.

Summary:
Spin multiplicity: 1
Structure (SMILES): CCO[Si](C)(C)N
Gap between HOMO and LUMO (eV): 9.701
HOMO level (eV): -8.917

The geometry in XYZ format:
```
20
C4H13NOSi wB97M-V/def2-TZVPD
C 3.03987 0.88728 -0.30120
C 1.67307 1.15429 0.37617
O 1.03765 -0.15492 0.56873
Si -0.91683 -0.43265 0.10365
C -1.20899 -1.45966 -1.48035
C -1.67576 -1.19417 1.59213
N -1.51985 1.11600 -0.16914
H 3.79579 0.71015 0.46638
H 2.73847 -0.02175 -0.97651
H 3.35512 1.84224 -0.80815
H 0.99132 1.76701 -0.21228
H 1.75754 1.71250 1.39016
H -1.70821 -1.04828 -2.35450
H -0.28451 -1.86734 -2.07822
H -1.68568 -2.33629 -1.25859
H -1.93023 -2.21438 1.44147
H -1.47117 -1.01102 2.65533
H -2.60744 -0.69135 1.48932
H -2.04857 1.57626 0.55984
H -1.33158 1.66608 -1.00422
```

natural (NBO) population analysis, charges in e, atoms 1 to 2: C -0.645; C -0.050

***

no.,molecular weight (g mol⁻¹)
1,123.2
2,123.2
3,123.2
4,123.2
5,155.3
6,119.2